<1>
{"formula": "C2HNOS2", "method": "the ωB97M-V functional and the def2-TZVPD basis", "lumo_ev": 0.28, "smiles": "C#[N+][S-].O=C=S", "gap_ev": 8.98, "species": ["C", "N", "S", "H", "O", "C", "S"], "coordinates": [[0.98, -0.98, -1.07], [-0.08, -0.73, -1.45], [-1.56, -0.89, -1.77], [1.81, -0.78, -0.53], [-1.56, 0.61, 1.59], [-0.47, 1.05, 1.58], [0.88, 1.72, 1.65]], "lowdin_charge": [0.047, -0.696, 0.622, 0.042, 0.084, -0.921, 0.821]}



<2>
{"formula": "C2HNOS2", "method": "the ωB97M-V functional and the def2-TZVPD basis", "lumo_ev": -0.31, "gap_ev": 9.08, "species": ["C", "C", "N", "O", "S", "S", "H"], "coordinates": [[-4.00, 0.33, 0.10], [-1.37, 0.38, -0.07], [-3.56, -0.78, 0.01], [-4.46, 1.39, 0.18], [-1.89, -1.17, -0.01], [0.17, 1.00, -0.02], [1.07, -0.02, 0.08]], "lowdin_charge": [-0.475, -0.960, -0.238, 0.194, 0.889, 0.725, -0.134]}



Most favorable structure: <1>. The second most favorable one is 37.8 kJ/mol above it.



<1>
{"formula": "C6H8N2", "method": "the ωB97M-V functional and the def2-TZVPD basis", "lumo_ev": 0.84, "smiles": "c1cc2c([nH]1)NCC2", "gap_ev": 8.13, "species": ["C", "C", "C", "C", "N", "N", "C", "C", "H", "H", "H", "H", "H", "H", "H", "H"], "coordinates": [[2.34, -0.19, 0.09], [1.72, 1.08, 0.11], [0.28, 0.67, -0.45], [0.20, -0.69, -0.48], [1.38, -1.24, -0.11], [-1.07, -1.24, -0.25], [-1.88, -0.10, 0.25], [-1.11, 1.25, -0.18], [3.49, -0.07, -0.04], [2.34, 2.12, -0.01], [1.61, -2.37, 0.25], [-1.35, -2.07, 0.31], [-2.77, -0.38, -0.22], [-2.26, -0.16, 1.25], [-1.19, 1.91, 0.62], [-1.75, 1.48, -1.15]], "lowdin_charge": [-0.190, -0.032, -0.174, -0.363, 0.020, 0.012, -0.190, -0.093, 0.121, 0.131, 0.248, 0.140, 0.074, 0.091, 0.067, 0.138]}



<2>
{"formula": "C6H8N2", "method": "the ωB97M-V functional and the def2-TZVPD basis", "lumo_ev": [-1.15, -0.96], "gap_ev": [7.61, 8.14], "species": ["C", "C", "C", "C", "C", "C", "N", "N", "H", "H", "H", "H", "H", "H", "H", "H"], "coordinates": [[-1.16, 0.76, 0.28], [1.42, 0.77, -0.33], [-2.49, 0.64, -0.17], [2.75, 0.65, 0.18], [-3.29, -0.62, -0.44], [3.14, -0.83, 0.45], [-1.83, 1.04, 1.29], [2.27, 1.15, -1.19], [-3.03, 1.56, -0.69], [3.11, 1.35, 0.75], [-4.48, -0.50, -0.41], [-3.03, -1.57, 0.11], [-2.98, -0.79, -1.42], [2.92, -1.05, 1.45], [4.11, -0.96, 0.12], [2.57, -1.59, 0.02]], "lowdin_charge": [-0.140, -0.067, -0.290, -0.285, -0.100, -0.045, 0.158, 0.139, 0.151, 0.060, 0.123, 0.093, 0.035, 0.067, 0.045, 0.056]}



Most favorable structure: <1>. The second most favorable one is 470.6 kJ/mol above it.



<1>
{"formula": "C6H8N2", "method": "the ωB97M-V functional and the def2-TZVPD basis", "lumo_ev": 0.69, "gap_ev": 9.26, "species": ["C", "C", "C", "C", "C", "C", "H", "H", "H", "H", "H", "H", "H", "H", "N", "N"], "coordinates": [[-2.12, 0.17, -0.39], [0.30, 1.33, -0.22], [1.22, 0.25, 0.70], [-0.11, -0.82, 0.64], [2.36, -0.27, 0.04], [3.30, -0.77, -0.57], [-3.72, -0.74, -0.44], [-2.66, 1.43, -0.14], [0.69, 1.48, -1.20], [-0.15, 2.18, 0.28], [1.25, 0.77, 1.71], [-0.72, -0.99, 1.49], [-0.15, -1.77, 0.13], [3.91, -1.34, -1.55], [-2.66, -1.12, -0.21], [-0.75, 0.21, -0.29]], "lowdin_charge": [-0.292, -0.029, -0.189, -0.052, -0.192, 0.069, 0.064, 0.197, 0.089, 0.088, 0.141, 0.078, 0.094, 0.133, -0.009, -0.190]}



<2>
{"formula": "C6H8N2", "method": "the ωB97M-V functional and the def2-TZVPD basis", "lumo_ev": 1.04, "smiles": "Nc1cccc(N)c1", "gap_ev": 8.71, "species": ["N", "C", "C", "C", "C", "C", "N", "C", "H", "H", "H", "H", "H", "H", "H", "H"], "coordinates": [[0.96, 1.83, 1.60], [0.51, 0.66, 1.04], [0.01, -0.49, 1.68], [-0.43, -1.53, 0.80], [-0.53, -1.51, -0.58], [-0.22, -0.28, -1.09], [-0.38, -0.08, -2.49], [0.41, 0.63, -0.30], [1.03, 2.64, 0.85], [0.52, 2.33, 2.53], [0.09, -0.69, 2.73], [-0.57, -2.48, 1.15], [-0.99, -2.46, -1.11], [-1.09, -0.78, -2.86], [-0.24, 0.72, -3.14], [0.91, 1.49, -0.82]], "lowdin_charge": [0.031, -0.404, -0.021, -0.105, -0.072, -0.356, 0.059, -0.060, 0.125, 0.170, 0.088, 0.063, 0.148, 0.105, 0.099, 0.129]}



<3>
{"formula": "C6H8N2", "method": "the ωB97M-V functional and the def2-TZVPD basis", "lumo_ev": 0.30, "smiles": "C#C/C(C)=N\\N1CC1", "gap_ev": 8.79, "species": ["C", "C", "C", "C", "N", "N", "C", "C", "H", "H", "H", "H", "H", "H", "H", "H"], "coordinates": [[-0.64, 2.20, 0.22], [-0.79, 1.08, -0.16], [-1.09, -0.39, -0.14], [-2.47, -0.78, 0.12], [-0.10, -1.24, -0.19], [1.26, -1.01, -0.24], [1.78, 0.45, -0.57], [2.00, -0.20, 0.76], [-0.28, 3.36, -0.01], [-2.70, -1.79, 0.31], [-3.18, -0.33, -0.60], [-2.95, -0.26, 0.96], [1.04, 1.29, -0.77], [2.74, 0.13, -1.05], [3.16, -0.68, 0.93], [1.28, -0.07, 1.85]], "lowdin_charge": [0.069, -0.137, -0.333, -0.057, 0.057, -0.139, -0.126, -0.208, 0.136, 0.064, 0.093, 0.092, 0.065, 0.102, 0.144, 0.179]}



<4>
{"formula": "C6H8N2", "method": "the ωB97M-V functional and the def2-TZVPD basis", "lumo_ev": -1.08, "gap_ev": 6.93, "species": ["C", "C", "C", "C", "C", "C", "H", "H", "H", "H", "H", "H", "H", "H", "N", "N"], "coordinates": [[-1.11, -1.00, 0.67], [0.02, -0.01, 1.77], [1.11, 1.19, -0.58], [0.07, -0.07, -1.63], [-0.20, 0.61, -0.47], [0.19, -0.57, 0.55], [-1.10, -2.06, -1.34], [-1.20, -1.98, 1.24], [0.24, -0.53, 2.68], [0.88, 2.03, 1.16], [1.29, 2.10, -1.18], [-0.20, 0.15, -2.74], [-1.00, 1.38, -0.43], [0.95, -1.24, 0.40], [-1.35, -1.17, -1.06], [1.39, 1.17, 0.97]], "lowdin_charge": [-0.035, 0.117, -0.074, 0.037, -0.511, -0.561, 0.002, 0.131, 0.091, 0.055, 0.125, 0.128, 0.170, 0.132, 0.092, 0.100]}



Most favorable structure: <2>. The second most favorable one is 538.6 kJ/mol above it.



<1>
{"formula": "C6H8N2", "method": "the ωB97M-V functional and the def2-TZVPD basis", "lumo_ev": 0.79, "smiles": "N#C[C@]12CCCN1C2", "gap_ev": 10.60, "species": ["N", "C", "C", "C", "C", "C", "N", "C", "H", "H", "H", "H", "H", "H", "H", "H"], "coordinates": [[-3.43, 0.26, -0.47], [-2.34, -0.08, -0.28], [-0.89, -0.11, 0.05], [-0.17, 1.25, 0.29], [1.32, 0.78, -0.04], [1.05, -0.49, -0.94], [-0.09, -1.19, -0.48], [-0.40, -1.27, 0.88], [-0.15, 1.43, 1.43], [-0.56, 2.13, -0.29], [1.68, 1.64, -0.51], [1.78, 0.54, 0.83], [0.92, -0.42, -2.02], [2.05, -1.21, -0.95], [0.36, -1.12, 1.58], [-1.12, -2.14, 0.94]], "lowdin_charge": [0.141, -0.129, -0.408, -0.077, -0.126, -0.192, -0.075, -0.064, 0.136, 0.129, 0.083, 0.063, 0.112, 0.160, 0.100, 0.147]}



<2>
{"formula": "C6H8N2", "method": "the ωB97M-V functional and the def2-TZVPD basis", "lumo_ev": 0.99, "smiles": "C1[C@@H]2[C@@H]3[C@H]4[C@@H](CN32)N14", "gap_ev": 9.32, "species": ["C", "C", "C", "C", "C", "C", "N", "N", "H", "H", "H", "H", "H", "H", "H", "H"], "coordinates": [[-0.41, -1.53, -0.06], [0.84, -0.85, 0.53], [0.40, 0.50, 1.21], [-0.97, 0.75, 0.65], [-0.65, 0.83, -0.79], [0.62, 0.93, -0.99], [1.29, 0.52, 0.17], [-1.28, -0.40, -0.24], [-0.31, -2.55, -0.88], [-0.49, -2.17, 0.98], [1.59, -1.67, 0.70], [0.47, 1.03, 2.17], [-1.63, 1.36, 1.11], [-1.38, 0.99, -1.55], [1.16, 0.21, -1.65], [0.74, 2.03, -1.34]], "lowdin_charge": [-0.170, -0.174, -0.179, -0.103, -0.293, -0.238, -0.021, -0.013, 0.185, 0.148, 0.134, 0.141, 0.105, 0.147, 0.160, 0.171]}



Most favorable structure: <1>. The second most favorable one is 346.9 kJ/mol above it.



<1>
{"formula": "C6H8N2", "method": "the ωB97M-V functional and the def2-TZVPD basis", "lumo_ev": 0.85, "gap_ev": 9.88, "species": ["C", "C", "C", "C", "C", "C", "H", "H", "H", "H", "H", "H", "H", "H", "N", "N"], "coordinates": [[1.95, -0.17, 0.26], [1.19, 1.11, -0.39], [-0.06, 1.68, -0.25], [-1.12, 0.80, 0.35], [-2.12, -0.23, -0.25], [0.00, -1.37, -0.12], [3.02, -0.09, 0.14], [1.62, -0.03, 1.29], [2.04, 2.26, -0.11], [-0.37, 2.67, -0.45], [-1.42, 1.43, 1.25], [-3.22, -0.45, -0.26], [-1.99, -0.66, -1.28], [-0.37, -2.30, -0.71], [-0.98, -0.60, 0.55], [1.22, -1.37, -0.19]], "lowdin_charge": [-0.176, -0.056, -0.114, -0.260, -0.080, -0.271, 0.089, 0.105, 0.179, 0.080, 0.157, 0.107, 0.107, 0.150, -0.039, 0.023]}



<2>
{"formula": "C6H8N2", "method": "the ωB97M-V functional and the def2-TZVPD basis", "lumo_ev": 0.17, "smiles": "C[C@@H]1[C@@H]2C=CC=NN12", "gap_ev": 8.46, "species": ["C", "C", "C", "C", "C", "C", "N", "N", "H", "H", "H", "H", "H", "H", "H", "H"], "coordinates": [[1.46, -0.58, 0.93], [1.32, 0.03, -0.46], [0.19, 0.89, -0.96], [-0.90, 1.20, -0.10], [-1.79, 0.24, 0.25], [-1.40, -1.15, -0.08], [-0.54, -1.42, -1.05], [0.31, -0.42, -1.55], [0.30, -0.87, 1.25], [1.72, 0.42, 1.70], [2.40, -1.44, 1.00], [2.31, 0.50, -0.87], [0.58, 1.79, -1.52], [-1.07, 2.31, 0.34], [-2.78, 0.46, 0.80], [-2.10, -1.96, 0.30]], "lowdin_charge": [-0.105, -0.293, -0.326, -0.093, -0.094, -0.175, 0.035, -0.018, 0.090, 0.136, 0.138, 0.150, 0.153, 0.161, 0.122, 0.123]}



<3>
{"formula": "C6H8N2", "method": "the ωB97M-V functional and the def2-TZVPD basis", "lumo_ev": 0.52, "smiles": "[H]/N=C(\\C#C)N/C=C\\C", "gap_ev": 8.88, "species": ["H", "N", "C", "C", "C", "N", "C", "C", "C", "H", "H", "H", "H", "H", "H", "H"], "coordinates": [[1.31, 2.09, -1.57], [0.59, 1.37, -0.97], [1.02, 0.36, -0.33], [2.43, 0.10, 0.24], [3.65, -0.30, 0.42], [0.24, -0.88, -0.04], [-0.97, -1.05, -0.75], [-2.05, -0.51, -0.04], [-1.92, 0.70, 0.83], [4.67, -0.97, 0.81], [0.93, -1.61, -0.28], [-1.07, -1.91, -1.39], [-2.98, -0.87, -0.15], [-1.56, 1.64, 0.13], [-2.96, 1.30, 1.28], [-1.33, 0.54, 1.79]], "lowdin_charge": [0.163, 0.090, -0.441, -0.079, 0.048, -0.011, -0.131, -0.152, -0.164, 0.129, 0.119, 0.093, 0.039, 0.098, 0.124, 0.078]}



Most favorable structure: <2>. The second most favorable one is 73.9 kJ/mol above it.



<1>
{"formula": "C6H8N2", "method": "the ωB97M-V functional and the def2-TZVPD basis", "lumo_ev": [-0.18, -0.18], "gap_ev": [7.81, 7.81], "species": ["C", "C", "C", "N", "H", "H", "H", "H", "H", "C", "C", "C", "N", "H", "H", "H"], "coordinates": [[0.62, 0.99, -0.04], [-1.81, 0.51, -1.07], [0.31, 1.72, 1.05], [-0.79, 1.07, -1.24], [1.44, 1.32, -0.66], [-2.83, 0.38, -1.35], [-1.28, -0.90, 0.03], [0.83, 2.64, 1.26], [-0.56, 1.52, 1.65], [0.85, -0.71, 0.14], [-0.40, -1.38, 0.60], [1.32, -1.21, -1.13], [1.68, -1.57, -2.15], [1.66, -0.75, 0.88], [-0.45, -2.44, 0.36], [-0.60, -1.20, 1.66]], "lowdin_charge": [-0.278, 0.019, -0.048, 0.111, 0.103, 0.092, 0.047, 0.044, 0.050, -0.291, -0.079, -0.240, 0.159, 0.139, 0.088, 0.085]}



<2>
{"formula": "C6H8N2", "method": "the ωB97M-V functional and the def2-TZVPD basis", "lumo_ev": 1.12, "smiles": "c1[nH]cc2c1CCN2", "gap_ev": 7.95, "species": ["C", "N", "C", "C", "C", "C", "C", "N", "H", "H", "H", "H", "H", "H", "H", "H"], "coordinates": [[-0.04, -0.30, -1.77], [-0.96, -1.28, -1.47], [-1.25, -1.33, -0.14], [-0.39, -0.42, 0.43], [0.39, 0.30, -0.58], [1.28, 1.32, 0.08], [0.87, 1.27, 1.54], [-0.02, 0.15, 1.66], [0.18, -0.15, -2.85], [-1.44, -1.78, -2.26], [-2.10, -1.86, 0.27], [1.22, 2.32, -0.37], [2.27, 0.92, 0.04], [1.76, 1.20, 2.12], [0.44, 2.19, 1.70], [-0.54, 0.01, 2.69]], "lowdin_charge": [-0.088, -0.051, -0.091, -0.238, -0.146, -0.121, -0.231, -0.025, 0.118, 0.167, 0.101, 0.118, 0.098, 0.104, 0.079, 0.207]}



<3>
{"formula": "C6H8N2", "method": "the ωB97M-V functional and the def2-TZVPD basis", "lumo_ev": 0.92, "smiles": "C=C[C@H](C#N)N1CC1", "gap_ev": 10.92, "species": ["C", "C", "C", "C", "N", "N", "C", "C", "H", "H", "H", "H", "H", "H", "H", "H"], "coordinates": [[1.30, 2.14, 0.05], [1.08, 1.00, -0.53], [0.59, -0.28, 0.18], [1.77, -1.08, 0.04], [2.76, -1.64, 0.03], [-0.65, -0.70, -0.46], [-1.95, -0.21, -0.19], [-1.54, -1.63, 0.17], [1.49, 3.00, -0.55], [1.14, 2.37, 1.03], [1.28, 0.92, -1.59], [0.46, 0.05, 1.17], [-2.54, 0.11, -1.08], [-2.16, 0.26, 0.78], [-1.58, -1.74, 1.24], [-1.45, -2.59, -0.29]], "lowdin_charge": [0.029, -0.130, -0.298, -0.193, 0.176, -0.116, -0.108, -0.124, 0.063, 0.034, 0.114, 0.134, 0.116, 0.111, 0.092, 0.098]}



Most favorable structure: <2>. The second most favorable one is 174.9 kJ/mol above it.



<1>
{"formula": "C5H3N", "method": "the ωB97M-V functional and the def2-TZVPD basis", "lumo_ev": 0.46, "smiles": "C#CC#N.C#C", "gap_ev": 10.78, "species": ["C", "C", "C", "N", "H", "C", "C", "H", "H"], "coordinates": [[1.52, -1.81, -1.40], [1.12, -1.17, -0.46], [1.04, -0.50, 0.71], [0.85, -0.01, 1.74], [1.81, -2.47, -2.27], [-1.78, 1.42, 0.96], [-1.31, 1.43, -0.14], [-2.48, 1.60, 1.85], [-0.77, 1.52, -0.99]], "lowdin_charge": [0.151, -0.139, -0.279, 0.187, 0.082, -0.028, -0.030, 0.070, -0.014]}



<2>
{"formula": "C5H3N", "method": "the ωB97M-V functional and the def2-TZVPD basis", "lumo_ev": 0.13, "gap_ev": 9.05, "species": ["C", "C", "C", "C", "C", "N", "H", "H", "H"], "coordinates": [[-0.04, 1.70, -0.11], [-0.47, 0.99, -1.11], [0.37, -0.51, -0.63], [0.56, 0.41, 0.56], [-0.71, -0.27, -1.69], [0.64, -0.93, -1.80], [1.69, 0.64, 0.72], [0.13, 0.35, 1.58], [-1.70, -0.72, -1.86]], "lowdin_charge": [-0.024, -0.070, -0.224, -0.128, -0.147, 0.203, 0.140, 0.115, 0.134]}



Most favorable structure: <1>. The second most favorable one is 283.6 kJ/mol above it.



<1>
{"formula": "C5H3N", "method": "the ωB97M-V functional and the def2-TZVPD basis", "lumo_ev": [-0.55, -0.55], "gap_ev": [7.96, 7.95], "species": ["C", "C", "C", "C", "C", "N", "H", "H", "H"], "coordinates": [[-1.32, 0.84, 0.71], [0.11, -0.43, -0.90], [-1.20, -0.22, -0.44], [-0.05, 0.77, 1.33], [1.26, -0.70, -0.08], [0.99, 0.37, 0.63], [-2.33, 0.98, 1.02], [0.35, -0.59, -2.03], [2.18, -1.02, -0.25]], "lowdin_charge": [-0.093, -0.160, 0.027, -0.011, -0.030, -0.001, 0.053, 0.139, 0.077]}



<2>
{"formula": "C5H3N", "method": "the ωB97M-V functional and the def2-TZVPD basis", "lumo_ev": -1.97, "gap_ev": 8.62, "species": ["C", "C", "C", "C", "C", "N", "H", "H", "H"], "coordinates": [[-0.05, 0.82, -0.44], [-0.45, 1.56, 0.61], [-1.26, 1.83, 1.53], [0.71, -0.46, -0.28], [-0.22, -1.46, 0.21], [-0.97, -2.23, 0.58], [-0.37, 1.10, -1.44], [1.11, -0.81, -1.23], [1.51, -0.35, 0.46]], "lowdin_charge": [-0.062, -0.224, 0.127, -0.161, -0.236, 0.174, 0.121, 0.126, 0.136]}



<3>
{"formula": "C5H3N", "method": "the ωB97M-V functional and the def2-TZVPD basis", "lumo_ev": -0.34, "smiles": "C#CC(=C)C#N", "gap_ev": 9.64, "species": ["C", "C", "C", "C", "C", "N", "H", "H", "H"], "coordinates": [[-2.36, -0.86, 0.11], [-1.15, -0.55, -0.26], [0.37, -0.04, -0.15], [0.76, 1.25, -0.01], [1.50, -0.82, -0.01], [2.57, -1.38, -0.02], [-3.54, -1.14, 0.16], [-0.05, 1.95, -0.15], [1.89, 1.59, 0.33]], "lowdin_charge": [0.070, -0.040, -0.320, 0.071, -0.256, 0.154, 0.095, 0.064, 0.162]}



<4>
{"formula": "C5H3N", "method": "the ωB97M-V functional and the def2-TZVPD basis", "lumo_ev": [-2.23, -1.84], "gap_ev": [6.07, 7.12], "species": ["C", "C", "C", "C", "C", "N", "H", "H", "H"], "coordinates": [[0.25, 0.10, -0.08], [0.86, -1.18, -0.59], [0.48, 1.32, 0.52], [-0.58, -1.51, -0.68], [0.77, 2.27, 1.17], [-0.07, -0.31, -1.36], [-1.15, -2.19, -1.30], [-1.08, -1.34, 0.26], [0.51, 2.85, 2.05]], "lowdin_charge": [-0.205, -0.002, -0.042, -0.211, 0.163, 0.036, 0.109, 0.086, 0.065]}



Most favorable structure: <3>. The second most favorable one is 24.6 kJ/mol above it.